## w
Entry from the OMol25 dataset: a 2-piece molecular cluster, C2H7O2 overall (the ωB97M-V functional and the def2-TZVPD basis).

```
! RIJCOSX wB97M-V def2-TZVPD def2/J DEFGRID3
* xyz 1 1
C -1.102 -0.113 0.603
C 1.006 -0.751 -0.287
O 0.214 1.740 -0.968
O 0.241 0.162 0.411
H -1.188 -1.017 1.229
H -1.564 0.724 1.131
H -1.640 -0.338 -0.328
H 0.434 -1.390 -0.966
H 1.801 -0.213 -0.821
H 1.541 -1.366 0.458
H 0.258 2.562 -0.461
*
```

The LUMO energy (spin up / spin down) comes out at -0.3400 / -0.2573 hartree.

=====

## x
Entry from the OMol25 dataset: a 2-piece molecular cluster, C2H7O2 overall (the ωB97M-V functional and the def2-TZVPD basis).

```
! RIJCOSX wB97M-V def2-TZVPD def2/J DEFGRID3
* xyz 1 1
O 0.432 -1.934 0.975
H 1.096 -0.663 0.178
H -0.425 -2.475 0.965
H 0.930 -2.152 1.759
O 1.200 0.099 -0.654
C 0.377 1.032 -1.027
C -0.779 1.141 -0.303
H 0.961 1.631 -1.783
H -1.481 2.022 -0.320
H -0.628 0.784 0.715
H -1.682 0.513 -0.503
*
```

The LUMO energy comes out at -0.2068 hartree.

=====

## y
Entry from the OMol25 dataset: a 2-piece molecular cluster, C2H7O2 overall (the ωB97M-V functional and the def2-TZVPD basis).

```
! RIJCOSX wB97M-V def2-TZVPD def2/J DEFGRID3
* xyz 1 1
C 1.099 -0.911 0.131
C -1.495 0.116 0.151
O 0.885 1.425 -0.200
O 0.314 0.201 -0.480
H 0.638 -1.044 1.151
H 0.680 -1.686 -0.509
H 2.124 -0.497 0.059
H -1.147 -0.488 0.982
H -1.822 1.204 0.344
H -1.890 -0.436 -0.660
H 0.614 2.114 -0.969
*
```

The LUMO energy comes out at -0.2112 hartree.

=====

Stability, highest: x